1.
{"formula": "C6H26FeO16", "method": "ωB97M-V with the def2-TZVPD basis set", "total_charge": 0, "orbital_gap_ev": [4.26, 3.91], "e_homo_ha": [-0.3062, -0.3037], "multiplicity": 5, "e_tot_ha": -2711.602441, "symbols": ["Fe", "C", "C", "C", "O", "C", "C", "C", "O", "O", "O", "H", "H", "O", "H", "H", "O", "H", "H", "O", "H", "H", "O", "H", "H", "O", "H", "H", "O", "H", "H", "O", "H", "H", "O", "H", "H", "O", "H", "H", "O", "H", "H", "O", "H", "H", "O", "H", "H"], "xyz": [[2.302423, -4.356130, -1.223318], [0.676083, 0.711700, -1.541018], [1.430533, -0.463100, -1.253948], [0.683583, -1.648940, -0.423188], [1.200543, -2.744470, -0.472538], [-0.445217, -1.279740, 0.364352], [-0.961537, 0.034570, 0.235622], [-0.414877, 0.998010, -0.799688], [-1.057487, 2.052590, -1.177908], [-1.727737, 0.446370, 1.264412], [2.595163, -0.591640, -1.547208], [0.966433, 1.242950, -2.435378], [-0.891497, -2.018440, 1.013632], [4.421183, 0.361630, 0.375552], [5.293983, 0.562800, 0.037932], [3.892073, 0.203290, -0.406238], [2.324643, 3.057650, -0.827678], [1.434763, 2.844480, -1.108548], [2.759273, 2.209050, -0.742768], [-2.127257, 4.400700, 0.055632], [-1.344587, 4.752300, 0.479942], [-1.864197, 3.533400, -0.252298], [3.980243, -3.164570, -1.343938], [4.934313, -3.207610, -1.408198], [3.786123, -2.229630, -1.277398], [-4.167627, -1.150490, 1.440462], [-3.371977, -0.647230, 1.267572], [-4.487127, -0.814200, 2.277752], [0.067903, -0.828960, 3.315912], [-0.205477, -0.819230, 2.398632], [0.978713, -0.535140, 3.298002], [-0.078977, 2.422150, 3.098952], [0.784523, 2.381270, 2.687942], [-0.615087, 1.812210, 2.592212], [-1.305787, 2.342700, -4.421088], [-1.052537, 2.397660, -3.499638], [-1.906777, 3.076650, -4.548988], [1.578203, -3.572560, -3.058748], [0.904253, -3.580080, -3.738438], [2.403533, -3.512170, -3.539818], [-1.918117, 0.941870, 4.547812], [-1.073497, 1.338570, 4.334562], [-1.917547, 0.108470, 4.077002], [-4.306937, 1.847630, 0.303072], [-3.839167, 1.357360, 0.979132], [-3.677027, 2.502670, 0.002472], [-1.397907, -4.619260, 0.220872], [-0.936657, -3.787560, 0.329282], [-2.305887, -4.369550, 0.049262]], "atomic_forces_ev_per_a": [[-1.9, 3.2, 0.8], [2.3, -3.4, -0.3], [-3.5, 0.8, 1.4], [-2.2, 5.8, 0.2], [2.9, -6.2, -0.1], [1.8, -1.0, -2.5], [-2.2, 1.9, 5.7], [-3.5, 3.0, -2.1], [0.3, -1.7, 1.9], [2.7, -1.2, -4.8], [3.1, -1.7, -1.0], [0.0, 0.5, 0.3], [-0.2, 0.2, 0.2], [0.2, -0.1, 0.4], [0.2, 0.2, 0.0], [-0.5, -0.1, -0.5], [0.3, 0.5, 0.1], [-0.3, 0.0, 0.0], [0.1, -0.2, 0.1], [-0.4, 0.5, 0.1], [0.1, 0.1, 0.2], [0.4, -0.6, -0.3], [0.4, -1.2, -0.2], [0.4, -0.4, 0.1], [-1.2, 1.6, 0.1], [-0.3, -0.5, -0.1], [0.4, 0.3, 0.0], [-0.1, 0.1, 0.2], [0.1, -0.3, 0.3], [-0.1, 0.2, -0.2], [0.2, 0.1, 0.1], [0.3, 0.3, 0.2], [0.3, 0.1, -0.1], [-0.5, -0.2, -0.5], [0.2, -0.2, -0.4], [0.0, 0.0, 0.6], [-0.2, 0.2, 0.0], [0.7, -0.6, 0.2], [-0.7, -0.2, 0.0], [0.4, 0.5, -0.5], [-0.8, 0.0, 0.4], [0.3, 0.1, 0.1], [0.2, -0.2, 0.0], [-0.5, -0.1, -0.2], [0.2, 0.0, 0.1], [0.2, 0.3, 0.0], [0.4, -0.4, -0.2], [0.1, 0.2, 0.0], [-0.3, 0.1, 0.0]]}

2.
{"formula": "C2H7ClO2Si", "method": "ωB97M-V with the def2-TZVPD basis set", "total_charge": 0, "smiles": "C[Si](O)(O)CCl", "orbital_gap_ev": 10.48, "e_homo_ha": -0.3637, "multiplicity": 1, "e_tot_ha": -980.653401, "symbols": ["C", "Si", "O", "O", "C", "Cl", "H", "H", "H", "H", "H", "H", "H"], "xyz": [[-1.865418, 0.261868, -0.418961], [-0.071997, -0.337619, -0.054004], [-0.000287, -1.025449, 1.484508], [0.431087, -1.580648, -1.028146], [1.380467, 1.164099, 0.030607], [2.977958, 0.381789, -0.108271], [-2.303531, -0.247102, -1.254217], [-2.429622, -0.131562, 0.379095], [-2.148483, 1.347371, -0.535579], [0.798836, -0.856911, 1.915086], [0.283381, -2.443310, -0.595404], [1.516308, 1.577653, 0.958552], [1.431297, 1.889818, -0.773264]], "atomic_forces_ev_per_a": [[1.0, 0.9, -0.4], [0.9, 1.2, 0.7], [-2.3, 0.3, -1.7], [-0.5, 0.1, 0.1], [-1.0, -2.7, -2.5], [0.8, -0.8, -0.2], [0.1, -0.3, -0.9], [-0.7, -0.3, 1.4], [0.8, -1.0, 0.3], [2.0, 0.3, 1.2], [0.2, 0.6, -0.3], [-0.7, 1.4, 2.2], [-0.7, 0.2, 0.1]]}

3.
{"formula": "C11H10O3", "method": "ωB97M-V with the def2-TZVPD basis set", "total_charge": 0, "orbital_gap_ev": 5.90, "e_homo_ha": -0.2607, "multiplicity": 1, "e_tot_ha": -650.637600, "symbols": ["C", "C", "C", "C", "C", "C", "C", "C", "C", "C", "C", "O", "O", "O", "H", "H", "H", "H", "H", "H", "H", "H", "H", "H"], "xyz": [[-0.991713, 0.754695, 0.401300], [-0.211014, 0.044866, 1.339950], [-2.002318, 1.278342, 1.217703], [-0.705400, 0.242453, 2.564848], [-1.253816, -0.719047, -1.470350], [-0.179236, -1.651323, -1.229754], [3.311262, -0.456525, -0.795918], [2.305416, -1.395790, -0.887827], [0.695748, 0.574808, -1.286777], [-0.806485, 0.680363, -1.098546], [0.971383, -0.867077, -0.912408], [-1.789619, 1.109924, 2.490085], [-3.035126, 2.103052, 0.832987], [-0.379554, -0.275333, 3.774439], [-2.259299, -0.812823, -1.789593], [-0.217758, -2.717715, -1.415532], [4.394956, -0.719998, -0.849927], [3.143644, 0.543982, -0.782062], [2.411698, -2.457180, -0.833472], [0.675150, 0.576496, -2.335034], [1.302286, 1.331954, -0.710575], [-1.245215, 1.394716, -1.710874], [-3.318174, 2.536015, 1.681200], [-0.816817, -1.098856, 3.806138]], "atomic_forces_ev_per_a": [[-2.5, 0.4, 2.2], [1.4, -0.8, -1.4], [0.6, 1.0, -4.1], [1.3, -0.2, -0.6], [3.3, -0.9, 1.0], [-2.7, 2.8, -1.1], [0.9, -5.0, -0.8], [1.5, 2.8, 1.1], [-0.1, -0.2, 2.0], [0.7, -2.3, 1.6], [-1.1, 0.1, 0.1], [-0.8, -0.5, 1.8], [0.2, 0.1, 2.0], [0.2, 1.7, -0.1], [-0.7, -0.8, -0.2], [0.0, 0.1, 0.4], [-1.1, -0.1, 0.3], [-0.8, 2.6, 0.1], [0.5, -0.4, -0.1], [1.4, 0.5, -1.8], [-0.8, -0.8, -1.1], [-1.0, 1.6, -0.6], [0.1, -0.3, -1.2], [-0.7, -1.6, 0.4]]}

4.
{"formula": "C24H35N2O4", "method": "ωB97M-V with the def2-TZVPD basis set", "total_charge": 1, "smiles": "C/C=C/c1ccc(OC[C@H](O)C[NH2+]C[C@@H](c2ccc(OC)cc2)N(C)C)c(OC)c1", "orbital_gap_ev": 9.01, "e_homo_ha": -0.4001, "multiplicity": 1, "e_tot_ha": -1345.729134, "symbols": ["C", "C", "C", "C", "C", "C", "C", "O", "C", "C", "O", "C", "N", "C", "C", "C", "C", "C", "C", "O", "C", "C", "C", "N", "C", "C", "C", "O", "C", "C", "H", "H", "H", "H", "H", "H", "H", "H", "H", "H", "H", "H", "H", "H", "H", "H", "H", "H", "H", "H", "H", "H", "H", "H", "H", "H", "H", "H", "H", "H", "H", "H", "H", "H", "H"], "xyz": [[-6.982663, -0.412011, 0.432177], [-5.663697, -0.816965, -0.116480], [-4.552433, -0.924140, 0.611852], [-3.234134, -1.306420, 0.131118], [-2.999664, -1.789635, -1.156666], [-1.720192, -2.106650, -1.564221], [-0.648594, -1.946817, -0.702699], [0.650246, -2.150163, -1.171491], [1.308373, -3.375750, -0.840472], [2.729717, -3.096665, -0.318082], [2.734812, -2.669488, 1.018604], [3.443935, -2.037071, -1.193217], [2.852479, -0.734569, -0.861275], [3.215872, 0.462467, -1.628179], [2.946580, 1.656036, -0.673598], [1.500055, 2.103307, -0.665461], [0.437697, 1.317453, -1.089609], [-0.873976, 1.748054, -0.979346], [-1.160074, 2.996800, -0.437785], [-2.397836, 3.498177, -0.251364], [-3.514379, 2.735352, -0.651883], [-0.092679, 3.817705, -0.057451], [1.204704, 3.377914, -0.175943], [3.419157, 1.178977, 0.650388], [4.816207, 1.512025, 0.885162], [2.604425, 1.509776, 1.807221], [-0.860348, -1.477197, 0.601039], [0.261501, -1.332432, 1.387240], [0.076666, -1.023816, 2.756405], [-2.147990, -1.171890, 1.001628], [-6.926480, -0.207201, 1.497951], [-7.712885, -1.202816, 0.262144], [-7.346438, 0.476589, -0.083267], [-5.652180, -1.022719, -1.177903], [-4.604071, -0.693726, 1.668941], [-3.817869, -1.924422, -1.843924], [-1.532025, -2.471234, -2.562005], [1.361854, -3.988907, -1.747020], [0.745232, -3.927557, -0.082710], [3.300226, -4.031301, -0.361695], [1.878695, -2.259520, 1.228369], [4.511429, -2.025059, -0.968479], [3.295101, -2.260760, -2.250666], [1.824705, -0.896950, -0.880589], [3.119349, -0.390461, 0.125966], [2.643038, 0.549398, -2.550152], [4.277261, 0.412201, -1.877795], [3.551844, 2.511135, -0.999634], [0.584909, 0.354179, -1.550023], [-1.660723, 1.093665, -1.319221], [-4.384399, 3.340750, -0.405742], [-3.500760, 2.542686, -1.728544], [-3.569577, 1.784041, -0.112735], [-0.313943, 4.799981, 0.326613], [2.009612, 4.035961, 0.115865], [5.421439, 1.214609, 0.031269], [4.963971, 2.583081, 1.061910], [5.166022, 0.967887, 1.760953], [1.573351, 1.218133, 1.626903], [2.988940, 0.947450, 2.657667], [2.628283, 2.574292, 2.060187], [-0.567837, -1.759217, 3.243016], [-0.345425, -0.023821, 2.882316], [1.067147, -1.059564, 3.206221], [-2.331532, -0.803191, 1.998199]], "atomic_forces_ev_per_a": [[-0.1, 0.0, 0.0], [0.3, 0.0, 0.2], [-0.6, 0.1, 0.0], [0.5, -0.2, -0.3], [-0.1, 0.1, 0.2], [0.3, 0.1, 0.1], [0.0, 0.0, 0.1], [-0.5, 0.2, 0.2], [0.4, -0.5, 0.1], [-0.3, 0.1, -0.5], [0.0, 0.2, 0.3], [0.1, -0.6, 0.1], [-0.4, -0.1, 0.2], [0.2, 0.5, -0.2], [-0.1, -0.1, -0.1], [0.0, 0.0, -0.1], [0.2, 0.2, 0.1], [-0.4, 0.1, 0.0], [0.2, -0.1, 0.0], [0.3, 0.2, 0.1], [-0.2, -0.2, -0.1], [-0.2, 0.0, 0.0], [-0.1, -0.1, -0.1], [0.0, 0.3, 0.1], [0.1, -0.1, 0.1], [-0.1, 0.0, 0.2], [0.3, -0.2, -0.3], [-0.2, -0.1, -0.6], [-0.1, 0.1, 0.4], [0.0, 0.0, 0.1], [0.0, 0.0, 0.1], [-0.1, 0.0, 0.0], [-0.1, 0.1, 0.0], [0.1, -0.1, -0.2], [-0.1, 0.0, 0.1], [-0.1, 0.0, -0.1], [0.0, 0.0, -0.1], [0.0, 0.1, 0.1], [0.0, 0.1, 0.0], [-0.1, 0.1, -0.1], [0.0, -0.1, -0.1], [-0.1, 0.1, 0.0], [0.1, 0.1, 0.0], [0.4, 0.2, 0.1], [-0.1, -0.3, -0.3], [0.0, -0.1, 0.0], [-0.1, -0.1, 0.0], [0.0, -0.1, 0.0], [0.0, -0.1, -0.1], [-0.1, -0.1, 0.0], [0.0, -0.1, 0.0], [0.0, 0.0, 0.0], [0.0, 0.0, 0.0], [0.0, 0.1, 0.0], [0.1, 0.1, 0.1], [0.1, 0.0, 0.0], [0.0, 0.0, 0.0], [0.1, 0.0, 0.0], [0.0, 0.0, 0.1], [0.0, 0.0, 0.0], [0.0, 0.0, 0.0], [0.0, 0.0, 0.0], [0.0, 0.0, 0.0], [-0.1, 0.0, 0.0], [0.0, 0.0, 0.1]]}

ΔE to the lowest compared entry with this formula, charge and spin list, top to bottom, in kcal/mol: 50.7; 16.7; 128.1; 3.3